Entry 1:
A 8-piece molecular cluster, C18H33Cl14F3O2 overall in a non-equilibrium geometry. Source: the OMol25 dataset; level of theory: ωB97M-V with the def2-TZVPD basis set.

Values from the calculation:
E_LUMO: 0.2 eV
total energy: -7598.3841 hartree
ΔE to the lowest compared entry with this formula, charge and spin: 2.227 eV
maximum force: 3.022 eV/Å
SMILES: CCOC(=O)C(F)(F)F.ClCCCl.ClCCCl.ClCCCl.ClCCCl.ClCCCl.ClCCCl.ClCCCl
molar mass: 834.80 g/mol

Last column: Löwdin charge in e.
Cartesian coordinates (Å):
C: -3.7294 0.3063 -6.5720  -0.051
C: -3.9785 -0.6319 -5.3244  -0.221
O: -4.3754 0.0144 -4.1409  0.005
C: -3.4516 0.3796 -3.1699  -0.276
O: -2.2425 0.1681 -3.2106  0.123
C: -4.0203 1.0982 -1.8393  -0.478
F: -3.4612 2.3476 -1.6357  0.134
F: -5.3534 1.1775 -1.9525  0.153
F: -3.7438 0.2540 -0.8360  0.159
H: -4.6153 0.8973 -6.8044  0.074
H: -3.5320 -0.3020 -7.4546  0.073
H: -2.8575 0.9323 -6.3820  0.067
H: -3.2061 -1.3897 -5.1933  0.123
H: -4.8224 -1.1807 -5.7424  0.114
Cl: 1.7354 0.3614 2.4669  0.562
C: 0.8338 -0.9588 1.7518  -0.707
C: 1.2410 -1.1669 0.3274  -0.609
Cl: 2.9044 -1.9731 0.2379  0.477
H: -0.1990 -0.6227 1.8437  0.067
H: 0.9304 -1.8546 2.3653  0.073
H: 1.2514 -0.2044 -0.1840  0.066
H: 0.5250 -1.7918 -0.2065  0.071
Cl: 7.3676 -0.6482 5.2284  0.602
C: 8.0127 0.2722 3.9622  -0.750
C: 8.0513 -0.4327 2.5914  -0.598
Cl: 8.9856 -2.0205 2.6457  0.479
H: 9.0374 0.5329 4.2269  0.066
H: 7.3967 1.1708 3.9296  0.069
H: 8.4845 0.1893 1.8081  0.065
H: 7.0449 -0.5124 2.1804  0.068
Cl: -2.4446 -5.2380 0.4643  0.522
C: -2.7461 -6.9549 0.8590  -0.658
C: -1.6106 -7.5291 1.7207  -0.670
Cl: -1.5837 -6.6608 3.2539  0.539
H: -2.8037 -7.5468 -0.0545  0.072
H: -3.6703 -7.0272 1.4323  0.063
H: -0.6733 -7.2140 1.2621  0.052
H: -1.5613 -8.6075 1.8709  0.078
Cl: 3.1556 1.3381 -4.8614  0.523
C: 2.4392 1.5124 -6.4875  -0.673
C: 2.9026 2.7726 -7.2618  -0.667
Cl: 2.1500 2.7697 -8.8584  0.560
H: 1.3530 1.5198 -6.3977  0.063
H: 2.7363 0.5973 -6.9998  0.059
H: 3.9751 2.7746 -7.4563  0.064
H: 2.6398 3.6577 -6.6825  0.071
Cl: 4.8147 4.2659 1.0942  0.495
C: 4.8898 3.6049 -0.5992  -0.625
C: 5.6838 4.4784 -1.5603  -0.651
Cl: 7.3989 4.6344 -1.0839  0.517
H: 3.8796 3.4355 -0.9717  0.071
H: 5.3209 2.6074 -0.5141  0.064
H: 5.3703 5.4926 -1.8076  0.069
H: 5.7735 4.0087 -2.5398  0.060
Cl: -3.9091 -1.1479 5.6393  0.583
C: -4.3040 -2.7550 5.0853  -0.707
C: -5.7242 -3.0058 5.4431  -0.753
Cl: -6.1460 -4.6805 5.2714  0.592
H: -3.7415 -3.4580 5.6998  0.065
H: -3.9770 -2.8559 4.0505  0.080
H: -6.3660 -2.3459 4.8594  0.076
H: -5.9553 -2.7498 6.4771  0.065
Cl: -5.3916 4.2102 3.4741  0.488
C: -4.1152 4.7025 4.6882  -0.607
C: -2.6970 4.2452 4.1855  -0.712
Cl: -2.0795 5.3389 2.9934  0.577
H: -4.3244 4.2151 5.6405  0.062
H: -4.1175 5.7712 4.9030  0.063
H: -2.7206 3.2251 3.8021  0.062
H: -2.0347 4.1872 5.0493  0.068

Entry 2:
An isolated molecule of C6H7NS in a non-equilibrium geometry. Source: the OMol25 dataset; level of theory: ωB97M-V with the def2-TZVPD basis set.

Values from the calculation:
E_LUMO: 0.8 eV
total energy: -685.6289 hartree
ΔE to the lowest compared entry with this formula, charge and spin: 3.835 eV
maximum force: 6.320 eV/Å
SMILES: C#CC1CN(C=S)C1
molar mass: 125.20 g/mol

Last column: Löwdin charge in e.
Cartesian coordinates (Å):
C: 1.3830 1.8878 -0.9437  -0.705
C: -0.8702 0.7883 -0.0248  -0.023
C: -0.3740 -0.5021 0.8672  -0.289
C: 1.0158 -0.3757 0.1896  -0.101
C: -1.0072 -1.7420 0.7722  -0.123
C: -1.6649 -2.7081 0.3398  0.161
H: 2.4097 1.7023 -0.9251  0.041
H: -1.2284 1.6379 0.4801  0.090
H: -1.3804 0.5441 -0.9843  0.131
H: -0.2217 -0.2052 1.9630  0.163
H: 1.0042 -1.2822 -0.5256  0.145
H: 1.9102 -0.3071 0.7530  0.102
H: -2.3107 -3.4785 0.1625  -0.004
N: 0.5863 0.9526 -0.3164  -0.194
S: 0.7483 3.0879 -1.8074  0.607

Entry 3:
An isolated molecule of H2O4S2 in a non-equilibrium geometry. Source: the OMol25 dataset; level of theory: ωB97M-V with the def2-TZVPD basis set.

Values from the calculation:
E_LUMO: 0.1 eV
total energy: -1098.2623 hartree
ΔE to the lowest compared entry with this formula, charge and spin: 6.218 eV
maximum force: 4.496 eV/Å
SMILES: O=[S@@H](=S)OOO
molar mass: 130.15 g/mol

Last column: Löwdin charge in e.
Cartesian coordinates (Å):
O: -2.8389 1.9283 0.2429  -0.381
O: 0.5677 -0.4762 -0.5818  0.012
O: 0.2083 0.8513 -0.5448  -0.153
O: -1.0730 0.9450 -0.9808  -0.321
S: -3.0500 -1.1147 -0.1001  0.284
S: -2.2704 0.6376 0.1703  0.339
H: 0.9982 -0.5981 -1.4095  0.092
H: -1.3793 0.4770 1.4324  0.128

Entry 4:
A 4-piece molecular cluster, H8O4 overall in a non-equilibrium geometry. Source: the OMol25 dataset; level of theory: ωB97M-V with the def2-TZVPD basis set.

Values from the calculation:
E_LUMO: 0.6 eV
total energy: -305.7017 hartree
ΔE to the lowest compared entry with this formula, charge and spin: 2.108 eV
maximum force: 3.172 eV/Å
SMILES: O.O.O.O
molar mass: 72.06 g/mol

Last column: Löwdin charge in e.
Cartesian coordinates (Å):
H: -0.6091 -1.5958 -0.5000  0.060
H: -1.8993 -1.1605 -0.1127  -0.025
H: -4.5232 -0.1069 -0.0873  0.072
H: -5.7346 0.7106 -0.1562  0.023
H: 3.7790 1.8204 -0.1166  0.044
H: 2.5112 1.7562 -0.8079  0.008
H: 2.7535 -1.0046 1.0987  0.004
H: 3.8318 -1.2950 0.2765  0.049
O: -1.0797 -0.7690 -0.2432  -0.037
O: -4.9043 0.7449 0.3344  -0.094
O: 2.8417 1.6426 0.0566  -0.058
O: 3.0328 -0.7429 0.2577  -0.047

Entry 5:
A 2-piece molecular cluster, C5H12NO2 overall in a non-equilibrium geometry. Source: the OMol25 dataset; level of theory: ωB97M-V with the def2-TZVPD basis set.

Values from the calculation:
E_LUMO: 3.2 eV
total energy: -402.7675 hartree
ΔE to the lowest compared entry with this formula, charge and spin: 7.129 eV
maximum force: 3.893 eV/Å
net charge: -1
molar mass: 118.16 g/mol

Last column: Löwdin charge in e.
Cartesian coordinates (Å):
C: 2.5945 0.1288 1.0027  -0.131
N: 2.0959 -0.8043 -0.0093  -0.080
C: 0.6903 -0.9380 0.0295  -0.165
C: -0.2865 0.0627 0.2886  -0.259
C: -1.7006 -0.5064 0.4957  -0.071
O: -4.0679 1.0292 -0.0785  -0.609
C: 0.0384 0.2559 -1.2761  -0.427
O: 0.9792 1.0635 -1.6798  -0.198
H: 2.2501 1.1582 0.7979  0.075
H: 2.2352 0.0268 2.0171  0.073
H: 3.6789 0.2187 0.9402  0.071
H: 2.1966 -0.2731 -0.9083  0.105
H: 0.3553 -1.9320 0.3194  0.134
H: -0.1497 0.9672 0.8679  0.155
H: -1.6844 -1.5182 0.0875  0.074
H: -1.9420 -0.4600 1.5554  0.081
H: -2.4238 0.1731 -0.0195  0.018
H: -3.8289 1.2594 -0.9877  -0.186
H: -0.0809 -0.6313 -1.9733  0.165
H: -0.9500 0.7198 -1.4693  0.177

Entry 6:
C4H9NO3 as an isolated structure. Source: the OMol25 dataset; level of theory: ωB97M-V with the def2-TZVPD basis set.

Values from the calculation:
E_LUMO: -0.2 eV
total energy: -438.0074 hartree
ΔE to the lowest compared entry with this formula, charge and spin: 8.753 eV
maximum force: 0.697 eV/Å
molar mass: 119.12 g/mol

Last column: Löwdin charge in e.
Cartesian coordinates (Å):
C: 0.6516 0.7236 1.1789  0.137
C: 1.4681 -0.4741 0.9502  -0.109
C: 0.0395 -0.7676 -1.0895  -0.442
N: -0.8619 0.1066 -1.5528  0.136
C: 0.1718 -2.0984 -1.1876  0.036
O: -0.8232 2.0819 0.1011  -0.343
O: 1.0797 -0.0380 -0.3903  -0.046
O: -1.8890 1.8400 1.0709  -0.171
H: -2.0787 2.7363 1.3715  0.067
H: -1.6203 -0.2787 -2.0913  0.106
H: -1.0089 1.0183 -0.9619  0.056
H: 1.1283 1.6908 1.2264  0.117
H: -0.3179 0.5721 1.6370  0.097
H: 2.5457 -0.3993 1.0610  0.130
H: 1.0385 -1.4313 1.2252  0.123
H: -0.5791 -2.6736 -1.7068  0.054
H: 1.0557 -2.6088 -0.8419  0.051

Entry 7:
An isolated molecule of C3H3P3 in a non-equilibrium geometry. Source: the OMol25 dataset; level of theory: ωB97M-V with the def2-TZVPD basis set.

Values from the calculation:
E_LUMO (alpha / beta): -2.0 / -2.0 eV
total energy: -1140.0738 hartree
ΔE to the lowest compared entry with this formula, charge and spin: 0.433 eV
maximum force: 3.825 eV/Å
SMILES: [H]/P=C1/C=PC=P1
molar mass: 131.98 g/mol

Last column: Löwdin charge in e.
Cartesian coordinates (Å):
C: -0.1149 1.2826 -0.0893  -0.582
C: -1.5038 -0.9846 0.0562  -0.715
C: 0.7757 0.2285 -0.0357  -1.086
P: -1.7792 0.7987 -0.0278  0.848
P: 0.1125 -1.4325 -0.0717  0.804
P: 2.4845 0.3809 -0.0036  0.882
H: -0.0022 2.3692 0.0353  0.037
H: -2.4474 -1.5621 0.1766  -0.007
H: 2.4748 -1.0807 -0.0399  -0.182

Entry 8:
An isolated molecule of C5H7ClINO2S in a non-equilibrium geometry. Source: the OMol25 dataset; level of theory: ωB97M-V with the def2-TZVPD basis set.

Values from the calculation:
E_LUMO (alpha / beta): -0.7 / -1.2 eV
total energy: -1555.9147 hartree
ΔE to the lowest compared entry with this formula, charge and spin: 2.488 eV
maximum force: 4.562 eV/Å
molar mass: 307.54 g/mol

Last column: Löwdin charge in e.
Cartesian coordinates (Å):
C: -0.2995 -0.9123 -1.5580  -0.603
C: 0.3273 -2.0536 0.5023  -0.549
C: 1.0728 -0.8248 0.8007  -0.484
C: -0.2472 2.0545 -1.9266  -0.343
C: -0.4811 -2.5747 1.6804  -0.698
N: 0.9360 -0.2580 -1.4316  -0.312
O: -0.9792 -0.9068 -2.5509  0.116
O: -0.6141 -1.7032 -0.4804  -0.021
S: 1.2975 1.1868 -1.9852  0.934
Cl: 2.5303 -1.1031 1.7166  0.663
I: -1.8378 -4.1194 1.4378  0.861
H: 1.0573 -2.7777 0.1457  0.145
H: 0.5448 -0.0214 1.2297  0.066
H: -0.2845 2.6907 -2.9067  0.094
H: -0.2789 2.7156 -1.1352  0.006
H: -0.9955 1.3608 -1.9516  -0.010
H: -0.9510 -1.6608 2.1427  0.083
H: 0.3887 -2.8969 2.2975  0.053

ΔE to the lowest compared entry with this formula, charge and spin of number 5 (C5H12NO2)? 7.129 eV

total energy of number 3 (H2O4S2)? -1098.2623 hartree

What is the total energy in the seventh record? -1140.0738 hartree